C25H29GeN3O3RuS | ωB97M-V/def2-TZVPD

Energy above the lowest of the compared OMol25 structures with the same formula, charge and spin in kJ/mol: 80.9
HOMO (spin up / spin down) in eV: -11.42 / -11.59
Charge: +1
Spin multiplicity: 6
Frontier orbital gap (spin up / spin down) in eV: 9.014 / 6.863

```
63
Properties=species:S:1:pos:R:3:forces:R:3:lowdin_spin:R:1
Ru 0.242 -1.151 1.669 0.216 -0.853 0.874 3.72
N 1.626 -1.148 3.550 -0.660 -0.033 0.217 0.13
C 1.087 -1.878 4.744 0.046 0.038 -0.179 0.01
C -0.377 -1.566 5.030 -0.039 -0.070 -0.042 0.00
C -1.332 -2.220 4.039 -0.014 0.166 -0.357 0.03
O -2.043 -3.144 4.312 0.094 0.074 0.043 0.03
O -1.305 -1.664 2.811 0.155 -0.063 0.214 0.27
H 2.523 -1.536 3.314 0.446 -0.083 -0.116 0.00
H 1.771 -0.174 3.793 0.063 0.084 -0.015 0.00
H 1.686 -1.615 5.617 0.022 -0.016 0.006 0.00
H 1.220 -2.944 4.560 -0.015 -0.015 -0.010 0.00
H -0.535 -0.485 5.036 -0.037 0.002 0.007 0.00
H -0.621 -1.959 6.014 -0.006 0.033 0.041 0.00
O 0.624 0.423 0.663 -0.399 0.159 -0.382 0.41
C 1.614 2.680 -4.023 0.030 0.021 0.013 0.00
C 0.671 1.685 -4.234 -0.032 -0.022 -0.010 0.00
C -0.078 1.196 -3.170 -0.034 -0.144 0.037 0.00
C 0.118 1.685 -1.880 -0.175 0.047 0.267 0.01
C 1.088 2.670 -1.678 0.074 -0.047 0.072 0.00
C 1.827 3.170 -2.741 0.015 0.007 0.026 0.00
Ge -0.839 1.007 -0.305 0.195 0.574 -0.128 0.03
C -1.681 2.276 0.904 0.085 0.037 -0.343 0.00
C -2.693 1.831 1.750 -0.002 -0.145 0.116 0.00
C -3.284 2.697 2.661 -0.035 -0.063 -0.035 0.00
C -2.885 4.023 2.714 0.016 0.040 0.002 0.00
C -1.890 4.483 1.861 -0.029 0.060 0.026 0.00
C -1.294 3.615 0.961 0.117 0.000 -0.023 0.00
C -2.132 -0.359 -0.804 0.003 0.124 -0.126 0.01
C -2.347 -1.651 -0.328 -0.126 0.307 -0.213 0.01
C -3.398 -2.416 -0.813 0.062 -0.056 0.081 0.00
C -4.249 -1.898 -1.774 -0.119 -0.105 -0.050 0.00
C -4.060 -0.611 -2.246 -0.010 0.148 -0.092 0.00
C -3.008 0.155 -1.766 -0.101 -0.184 0.030 0.00
H 2.182 3.075 -4.855 0.007 -0.006 -0.002 0.00
H 0.507 1.295 -5.231 -0.003 0.010 0.007 0.00
H -0.810 0.417 -3.353 0.007 0.050 0.014 0.00
H 1.288 3.033 -0.674 -0.011 0.028 -0.087 0.00
H 2.565 3.943 -2.570 0.001 -0.006 -0.006 0.00
H -3.024 0.797 1.709 -0.009 0.026 -0.015 0.00
H -4.067 2.338 3.317 0.003 -0.003 -0.006 0.00
H -3.355 4.703 3.412 0.006 -0.002 0.005 0.00
H -1.586 5.521 1.893 -0.002 -0.010 -0.003 0.00
H -0.523 3.993 0.298 -0.056 -0.004 0.013 0.00
H -1.733 -2.076 0.444 0.045 -0.161 0.094 0.01
H -3.556 -3.415 -0.428 0.004 0.004 0.009 0.00
H -5.070 -2.495 -2.148 0.002 -0.003 0.006 0.00
H -4.732 -0.198 -2.987 0.002 -0.006 0.000 0.00
H -2.885 1.166 -2.144 0.002 0.014 0.008 0.00
S 1.024 -3.014 0.271 0.466 0.160 0.061 0.23
C 2.288 -2.300 -0.728 -0.398 -0.243 0.039 0.04
N 2.312 -1.028 -1.046 0.336 0.140 -0.089 0.01
C 3.290 -0.436 -1.960 -0.017 -0.165 -0.054 0.00
C 3.738 -1.502 -2.946 0.074 0.035 -0.007 0.00
C 4.223 -2.730 -2.190 -0.103 0.067 0.042 0.00
N 3.196 -3.133 -1.219 0.076 -0.077 -0.114 0.02
H 1.664 -0.404 -0.577 -0.266 0.177 0.170 0.00
H 4.136 -0.045 -1.392 0.016 -0.001 0.015 0.00
H 2.802 0.401 -2.459 -0.001 -0.032 -0.013 0.00
H 4.539 -1.114 -3.571 0.011 -0.015 -0.026 0.00
H 2.904 -1.774 -3.595 -0.015 0.007 -0.010 0.00
H 5.159 -2.523 -1.669 -0.001 0.004 0.028 0.00
H 4.391 -3.568 -2.863 -0.005 -0.011 -0.016 0.00
H 3.090 -4.105 -0.978 0.024 0.002 -0.009 0.00
```
Positions in Å, forces in eV/Å.

C25H29N2OPReSi | ωB97M-V/def2-TZVPD

Energy above the lowest of the compared OMol25 structures with the same formula, charge and spin in kJ/mol: 92.0
HOMO (spin up / spin down) in eV: -14.53 / -15.01
Charge: +2
Spin multiplicity: 2
Frontier orbital gap (spin up / spin down) in eV: 7.139 / 7.611

```
60
Properties=species:S:1:pos:R:3:forces:R:3:lowdin_spin:R:1
Re 0.026 -0.905 -0.911 1.238 -2.231 1.441 0.68
C 1.608 -1.175 -2.324 0.865 0.265 -1.774 0.02
C 0.874 -2.362 -2.669 -0.503 0.508 -0.228 -0.01
C 1.029 -3.287 -1.637 -0.449 0.234 0.103 0.02
C 1.870 -2.706 -0.657 -0.031 0.465 0.089 -0.01
C 2.276 -1.427 -1.090 -0.400 -0.008 0.789 0.00
H 1.963 -0.465 -3.070 -0.345 0.123 0.342 0.01
H 0.278 -2.475 -3.561 0.129 -0.146 -0.122 0.00
H 0.575 -4.264 -1.575 -0.052 0.032 0.009 0.00
H 2.148 -3.174 0.276 -0.037 0.062 0.080 0.00
H 2.907 -0.733 -0.561 0.297 -0.112 -0.105 0.00
N -0.723 2.079 -1.227 0.248 0.077 0.283 0.00
P 0.425 1.297 -0.205 -0.277 0.112 -0.292 0.05
C 0.056 1.823 1.469 0.183 0.114 -0.102 0.01
C -0.951 1.182 2.185 -0.066 -0.101 -0.040 0.00
C -1.320 1.650 3.433 -0.003 0.027 0.052 0.00
C -0.681 2.760 3.973 0.022 -0.012 -0.031 0.00
C 0.322 3.406 3.263 -0.029 -0.042 0.006 0.00
C 0.693 2.943 2.010 0.073 0.066 -0.032 0.00
C 2.031 1.963 -0.662 -0.073 -0.078 0.054 0.00
C 2.251 2.544 -1.908 -0.085 -0.017 -0.052 0.00
C 3.526 2.961 -2.259 0.023 0.003 0.015 0.00
C 4.581 2.791 -1.374 -0.009 0.007 0.004 0.00
C 4.367 2.206 -0.131 0.001 0.005 -0.024 0.00
C 3.096 1.790 0.227 -0.020 -0.029 0.051 0.00
C -1.672 1.350 -1.870 -0.059 0.112 -0.148 0.01
C -2.745 1.962 -2.529 0.029 0.007 0.059 0.00
C -3.655 1.185 -3.193 -0.031 0.073 -0.021 0.00
C -3.507 -0.209 -3.221 0.114 -0.139 0.091 0.00
C -2.440 -0.753 -2.576 -0.115 -0.062 -0.018 0.00
N -1.524 -0.003 -1.882 -0.018 0.173 -0.477 0.00
H -0.879 3.076 -1.166 -0.033 0.025 0.008 0.00
H -1.440 0.316 1.764 -0.025 0.015 -0.010 0.00
H -2.102 1.153 3.992 0.000 -0.006 -0.011 0.00
H -0.965 3.121 4.952 -0.008 0.011 0.016 0.00
H 0.819 4.268 3.684 0.004 0.019 0.004 0.00
H 1.479 3.450 1.464 -0.075 0.002 0.034 0.00
H 1.432 2.680 -2.605 -0.001 -0.003 0.001 0.00
H 3.695 3.422 -3.222 -0.002 0.010 -0.014 0.00
H 5.573 3.121 -1.649 0.013 0.003 -0.006 0.00
H 5.189 2.085 0.560 0.007 -0.009 0.012 0.00
H 2.930 1.348 1.204 0.022 -0.003 -0.026 0.00
H -2.836 3.038 -2.505 -0.007 0.023 0.005 0.00
H -4.486 1.650 -3.705 -0.020 0.020 -0.011 0.00
H -4.209 -0.841 -3.743 0.002 -0.030 -0.006 0.00
H -2.256 -1.819 -2.561 -0.025 0.013 -0.037 0.00
C -2.887 -1.986 2.177 0.310 -0.108 -0.034 0.00
Si -1.229 -2.756 1.760 -0.016 -0.329 0.313 0.01
C -1.425 -4.355 0.795 0.079 0.300 0.151 0.01
C -0.058 -2.893 3.208 -0.256 0.049 -0.225 0.00
O -0.453 -1.649 0.688 -0.616 0.576 -0.085 0.18
H -3.402 -2.611 2.910 0.026 -0.074 -0.017 0.00
H -3.537 -1.912 1.305 0.004 0.013 -0.048 0.00
H -2.792 -0.997 2.628 -0.001 -0.045 -0.009 0.00
H -2.154 -5.009 1.277 0.011 0.026 0.047 0.00
H -0.488 -4.909 0.730 0.033 -0.002 0.018 0.00
H -1.784 -4.170 -0.220 -0.052 0.025 -0.018 0.00
H -0.338 -3.707 3.879 -0.055 -0.011 -0.023 0.00
H -0.039 -1.973 3.794 -0.005 0.029 -0.013 0.00
H 0.957 -3.092 2.863 0.065 -0.029 -0.020 0.00
```
Positions in Å, forces in eV/Å.

C25H29N4O | ωB97M-V/def2-TZVPD

Energy above the lowest of the compared OMol25 structures with the same formula, charge and spin in kJ/mol: 0.0
HOMO in eV: -9.12
Charge: +1
Spin multiplicity: 1
Frontier orbital gap in eV: 4.416

```
59
Properties=species:S:1:pos:R:3:forces:R:3:mulliken_charge:R:1
C -6.064 3.071 3.765 -0.005 -0.187 0.033 -0.79
O -4.868 2.304 4.032 0.599 -0.741 -1.000 -0.40
C -4.300 1.562 3.047 -0.255 0.576 0.008 0.75
C -2.962 1.107 3.246 -0.471 0.254 0.169 -0.76
C -2.275 0.507 2.222 -0.364 -0.400 -0.186 -0.43
C -2.886 0.260 0.948 -0.059 0.317 0.281 0.30
C -2.140 -0.440 -0.040 -2.044 -0.689 0.529 -0.47
C -2.574 -0.626 -1.384 -0.170 0.374 -1.159 1.25
C -2.143 -1.754 -2.153 -0.505 0.347 0.446 -0.43
C -2.799 -2.084 -3.336 -0.119 0.372 0.198 -0.69
C -3.827 -1.256 -3.826 0.179 0.018 0.216 -0.32
C -4.169 -0.069 -3.160 0.200 -0.142 0.049 -0.76
C -3.523 0.262 -1.978 -0.020 -0.490 0.167 -0.58
C -4.271 0.611 0.829 0.087 -0.034 -0.077 -0.56
C -4.967 1.248 1.833 0.374 0.136 0.388 -0.73
H -6.213 3.636 4.686 -0.085 -0.067 -0.206 0.25
H -5.929 3.764 2.921 0.131 -0.290 0.223 0.36
H -6.933 2.423 3.580 0.305 0.114 0.103 0.33
H -2.506 1.249 4.224 -0.076 0.118 -0.262 0.44
H -1.250 0.172 2.365 -0.125 0.153 0.015 0.45
H -1.323 -1.047 0.314 0.078 0.251 -0.150 0.37
H -1.356 -2.387 -1.748 -0.145 0.103 -0.109 0.34
H -2.536 -2.997 -3.865 -0.004 0.254 0.064 0.41
H -4.361 -1.531 -4.741 0.241 0.073 0.326 0.38
H -4.956 0.586 -3.539 0.330 -0.231 -0.026 0.39
H -3.807 1.172 -1.450 0.325 -0.159 -0.396 0.89
H -4.828 0.320 -0.058 0.147 -0.028 0.371 0.78
H -6.022 1.488 1.697 0.349 -0.075 0.064 0.35
C 2.119 3.156 -0.167 -0.128 0.047 -0.051 -1.21
N 2.933 1.983 -0.347 0.208 0.828 -0.652 -0.01
C 4.329 2.197 -0.064 0.147 0.015 0.479 -0.66
C 5.205 1.048 -0.514 0.082 -0.033 -0.628 -0.80
N 4.572 -0.237 -0.357 0.316 0.111 -0.010 -0.16
C 5.499 -1.336 -0.322 0.332 0.154 0.651 -0.84
C 4.855 -2.672 -0.608 0.167 0.066 -0.474 -0.61
N 3.489 -2.764 -0.162 0.464 -0.645 0.581 -0.03
C 3.017 -4.127 -0.164 -0.173 0.039 0.044 -1.18
C 2.652 -1.685 -0.186 -0.702 0.748 -0.309 0.20
C 1.245 -1.771 -0.075 0.435 0.806 -0.265 -1.03
N 0.458 -0.682 -0.147 1.049 -0.517 -0.063 -0.38
C 0.981 0.534 -0.292 0.432 -0.436 0.189 -0.67
C 2.368 0.743 -0.345 0.055 -1.014 0.474 0.01
C 3.226 -0.394 -0.317 -1.252 -0.003 0.129 1.77
H 1.247 3.116 -0.820 0.060 0.162 -0.023 0.38
H 1.766 3.272 0.870 0.039 0.008 -0.052 0.35
H 2.726 4.026 -0.433 -0.262 -0.044 0.055 0.35
H 4.630 3.106 -0.606 0.085 -0.214 0.318 0.40
H 4.489 2.360 1.019 -0.063 0.070 -0.254 0.31
H 5.488 1.184 -1.575 0.009 0.010 0.281 0.33
H 6.125 1.025 0.082 -0.082 0.201 -0.140 0.41
H 6.279 -1.133 -1.071 -0.052 -0.196 0.185 0.40
H 5.986 -1.355 0.674 -0.088 -0.031 -0.380 0.35
H 4.925 -2.869 -1.693 -0.015 -0.104 0.165 0.31
H 5.418 -3.448 -0.073 0.005 0.181 -0.338 0.38
H 2.256 -4.282 0.600 0.008 -0.056 0.029 0.36
H 2.609 -4.432 -1.137 -0.014 0.003 0.010 0.35
H 3.885 -4.754 0.059 -0.371 -0.098 0.019 0.34
H 0.737 -2.723 0.075 0.195 0.143 -0.080 0.25
H 0.271 1.360 -0.332 0.215 -0.125 0.033 0.22
```
Positions in Å, forces in eV/Å.